A cluster of 7 separate species, C22H54F18N4O3P3 in total at a distorted geometry. Source: the Open Molecules 2025 dataset; level of theory: ωB97M-V/def2-TZVPD.

```
104
Properties=species:S:1:pos:R:3
P 0.41 1.60 0.24
P -3.53 3.95 -0.60
P -3.68 -2.61 1.25
F -2.46 4.09 -1.81
F -3.04 -2.99 2.65
F -0.19 2.90 0.89
F -3.02 2.48 -0.23
F -1.00 0.92 0.69
F -4.44 -1.44 2.06
F -2.40 -1.62 0.80
F -4.97 -3.58 1.48
F -4.16 5.41 -0.89
F 0.87 0.24 -0.49
F 0.97 1.21 1.74
F -2.46 4.58 0.47
F -4.72 3.96 0.58
F -4.42 -2.11 -0.13
F 1.82 2.34 0.13
F -2.98 -3.90 0.53
F -0.31 2.06 -1.17
F -4.51 3.22 -1.64
O 0.49 7.29 1.69
O -4.13 1.04 -5.10
O -0.95 1.63 5.34
N -1.88 2.26 3.26
N 0.09 5.74 -0.07
N -2.04 -0.74 -3.35
N 2.66 -3.20 1.09
C -1.61 -1.57 -2.10
C 4.51 -3.23 -2.42
C -3.34 2.04 2.88
C 0.65 6.11 1.32
C 3.83 -2.83 2.06
C -3.31 1.51 -4.07
C 0.91 -4.97 0.82
C 1.43 5.06 2.06
C -2.77 -1.66 -4.34
C -0.75 6.81 -0.81
C -2.95 0.47 -2.89
C -1.15 -0.23 3.71
C 5.96 -3.51 -2.87
C 4.92 -0.85 3.25
C 2.38 -4.72 1.16
C 3.02 -2.80 -0.38
C -0.77 -0.27 -4.07
C 0.21 -3.62 1.00
C 3.86 -1.28 2.26
C 4.41 -2.97 -0.90
C -1.31 1.23 4.23
C 1.26 -2.74 1.61
H -0.48 4.94 0.16
H 0.87 5.47 -0.65
H 4.87 -3.81 -0.38
H 4.74 -3.22 1.60
H 3.01 -5.22 0.43
H -3.65 -1.89 -3.74
H -1.02 -2.44 -2.38
H -3.80 2.40 -3.66
H 0.53 -5.75 1.48
H 2.76 -1.75 -0.45
H -0.22 -1.19 -4.29
H 0.73 4.27 2.32
H 4.84 -1.48 4.13
H 6.02 -4.41 -3.49
H -1.08 0.25 -4.97
H 1.86 5.59 2.91
H 2.21 4.55 1.49
H -0.28 -0.43 3.08
H -1.11 -0.90 -1.40
H -2.43 0.96 -2.07
H 2.73 -5.26 2.04
H 1.03 -1.72 1.31
H 3.65 -3.36 2.99
H 2.89 -1.00 2.69
H -0.67 -3.67 1.63
H -1.51 7.17 -0.11
H 4.17 -0.72 1.37
H -3.61 2.79 2.15
H -2.25 -2.55 -4.70
H 6.69 -3.70 -2.08
H 6.23 -2.67 -3.51
H -3.08 -1.06 -5.19
H -1.37 2.14 2.40
H -2.40 1.98 -4.45
H -2.58 -1.88 -1.71
H -1.84 3.19 3.66
H 2.23 -3.33 -0.91
H -1.01 -0.89 4.56
H 3.88 -4.06 -2.73
H 1.21 -2.84 2.69
H 0.84 -5.24 -0.23
H 4.12 -2.29 -2.84
H -4.04 2.09 3.71
H 5.91 -1.01 2.81
H -0.05 -3.22 0.02
H -0.23 0.46 -3.45
H -1.21 6.34 -1.68
H -0.09 7.62 -1.12
H 4.88 -2.01 -0.69
H -3.61 1.08 2.44
H -3.86 0.03 -2.48
H 4.91 0.24 3.38
H -1.91 -0.57 3.01
H -3.80 1.22 -5.98
```

Properties
Energy ... -112583.605 eV
Orbital gap ... 0.3739 Ha
Molecular weight ... 857.6 g mol⁻¹
LUMO energy ... -2.57 eV
Charge ... +1
Energy above the lowest of the compared OMol25 structures with the same formula, charge and spin ... 358.9 kJ/mol
2S+1 ... 1

Atom charges from the Löwdin analysis, given in e for atoms 1 to 4:
1 P 0.19
2 P 0.18
3 P 0.20
4 F -0.16